1.
The following is a quantum chemistry calculation of a cluster of 3 separate species, C14H33NO7PS in total, from the OMol25 dataset.

Summary:
Strongest force on any atom, eV Å⁻¹: 9.4
Charge: +1
LUMO level, eV: -5.56

Geometry (Å):
H -1.032 4.695 -4.476
H -2.722 -5.701 0.695
H 0.309 4.614 -7.246
H -2.524 -5.217 4.397
H -0.547 -5.333 1.870
H 3.746 1.459 0.518
H -2.311 1.088 4.931
H 3.141 -0.586 0.978
H -0.019 2.509 -7.792
C -0.484 -5.952 4.504
S -1.704 0.723 2.546
C -2.333 0.144 4.213
C 0.883 -0.764 1.766
C 0.155 0.585 2.369
H -0.534 -6.632 3.651
O -2.061 2.234 2.273
H -3.517 -4.534 1.780
H 2.962 -0.959 2.802
C 2.381 1.232 2.422
C -1.500 -4.828 4.394
O -2.322 -0.069 1.330
H -1.538 3.629 -5.785
H 0.613 2.565 3.138
H -0.030 2.105 -5.272
C 0.771 1.952 -7.282
H -1.703 5.378 -5.977
H -1.575 -0.687 4.590
H -1.195 -3.834 1.236
C 0.886 2.344 -5.819
O 2.322 3.427 -1.510
O 1.236 3.711 -5.621
C -1.065 4.589 -5.566
C 2.934 2.055 1.113
H -2.929 -6.072 2.411
C -2.709 -5.270 1.702
H 3.473 3.035 1.527
H 0.533 -5.547 4.540
P 1.578 2.661 -0.090
H -3.422 -0.274 4.042
H 0.973 0.884 -1.454
H 3.159 1.519 3.274
H 1.535 3.463 -2.161
C 2.478 -0.358 1.921
H 0.543 0.886 -7.375
H -1.413 -4.186 5.277
H -0.662 -6.538 5.411
C -1.367 -4.618 1.983
O -1.297 -3.987 3.259
H 0.573 -1.061 0.653
H 1.683 1.747 -5.358
O 0.540 1.410 -0.720
N 0.955 1.652 2.736
H 0.753 5.662 -5.913
O 0.722 3.843 0.597
H 1.709 2.160 -7.809
C 0.333 4.680 -6.152
H 0.635 -1.631 2.530

---

2.
The following is a quantum chemistry calculation of a structure of composition C14H34AgN2O6, from the OMol25 dataset.

Summary:
Strongest force on any atom, eV Å⁻¹: 4.0
Charge: +1
LUMO level, eV: -5.89

Geometry (Å):
C 11.070 14.072 12.104
O 14.991 18.909 5.642
O 12.245 14.782 12.224
H 11.108 12.997 12.280
H 17.638 21.093 11.110
H 14.750 22.638 4.961
H 10.847 15.449 8.200
O 17.936 16.814 11.425
O 11.108 21.743 10.897
H 19.967 17.197 11.791
C 10.440 22.731 11.172
H 9.692 16.771 8.733
H 13.632 15.112 13.682
H 15.799 19.063 2.456
C 10.479 14.245 10.661
H 9.127 15.190 8.652
C 17.986 15.364 11.590
O 10.403 15.522 10.185
H 16.407 21.032 12.351
H 9.930 24.190 12.448
H 10.244 14.473 12.692
N 15.278 20.718 4.266
N 10.331 23.267 12.369
H 9.946 24.187 9.727
H 16.323 17.813 3.608
C 15.269 19.405 4.506
C 15.272 21.743 5.301
H 16.250 22.031 5.686
C 18.984 17.564 12.087
H 14.787 21.435 6.228
H 18.950 15.057 11.184
C 10.628 22.687 13.585
H 9.468 22.586 9.188
H 15.628 20.989 3.358
Ag 13.918 17.787 10.306
H 12.439 13.915 14.128
H 17.829 15.204 12.657
H 11.140 23.404 14.226
H 12.009 15.613 14.079
H 19.728 19.581 12.421
H 11.140 13.665 10.018
H 8.507 23.447 10.391
C 9.525 23.239 10.059
H 11.142 21.757 13.342
H 18.074 21.277 12.884
H 9.726 22.473 14.159
H 18.797 17.408 13.149
H 19.089 19.239 10.756
C 10.039 15.747 8.869
H 14.657 17.844 3.050
O 17.641 19.380 12.198
C 15.504 18.473 3.323
C 17.448 20.787 12.138
C 12.583 14.839 13.568
H 17.188 14.892 11.018
C 18.980 19.057 11.825
H 9.506 13.762 10.571

---

3.
The following is a quantum chemistry calculation of a cluster of 6 separate species, C14H34BF4NO8 in total, from the OMol25 dataset.

Summary:
Strongest force on any atom, eV Å⁻¹: 3.3
Charge: -1
Expectation value of S²: 0.75
2S+1: 2
LUMO level (spin up / spin down), eV: 2.12 / 0.65

Geometry (Å):
H 13.681 -23.153 14.728
F 17.487 -15.425 17.195
H 18.849 -21.501 15.198
O 18.983 -19.957 17.295
C 21.498 -16.639 13.650
C 18.470 -21.265 17.319
H 16.276 -21.684 9.256
B 17.677 -16.732 16.976
H 17.264 -20.337 9.948
C 17.739 -14.174 14.321
H 12.922 -21.597 14.629
H 15.835 -22.125 15.096
O 21.237 -17.950 13.976
N 18.576 -18.732 14.554
C 18.971 -22.104 16.097
H 21.674 -14.650 14.573
H 18.187 -21.577 19.517
C 21.431 -15.674 14.857
H 13.700 -21.994 16.062
H 15.212 -20.445 15.006
H 18.517 -23.072 15.882
H 20.484 -9.365 12.270
C 15.122 -21.457 14.613
O 19.297 -10.999 14.101
H 18.556 -23.058 18.575
C 22.731 -16.458 12.810
H 20.390 -15.576 15.165
F 17.328 -17.357 18.186
C 19.441 -9.113 12.462
F 19.046 -16.960 16.737
H 18.861 -9.629 11.697
O 15.890 -21.338 11.170
H 19.793 -21.936 18.816
C 19.029 -9.576 13.851
H 22.024 -16.027 15.700
O 17.265 -20.702 12.967
H 18.282 -19.299 13.772
H 23.605 -16.643 13.433
H 17.118 -14.249 13.428
H 19.720 -9.112 14.554
C 18.249 -11.874 13.871
H 22.780 -15.386 12.619
O 18.573 -13.059 14.299
C 13.820 -22.103 14.984
H 18.016 -9.290 14.134
F 16.851 -17.172 15.942
C 16.215 -21.132 12.492
H 17.970 -17.934 14.681
H 22.632 -17.129 11.956
O 15.107 -21.555 13.174
H 19.519 -18.380 14.462
H 17.612 -22.090 10.239
H 17.041 -14.098 15.154
C 18.716 -21.983 18.655
H 17.383 -21.271 17.244
H 19.245 -8.063 12.243
H 20.773 -16.294 12.912
H 18.562 -19.306 15.384
C 16.842 -21.328 10.117
H 18.357 -15.071 14.357
H 20.045 -22.281 16.164
O 17.125 -11.553 13.410

---

4.
The following is a quantum chemistry calculation of a structure of composition C14H34ClINO18PS6Si2, from the OMol25 dataset.

Summary:
Strongest force on any atom, eV Å⁻¹: 0.5
Charge: 0
LUMO level, eV: 0.27

Geometry (Å):
O -8.858 -4.307 3.804
Si -1.162 0.516 0.559
H 8.376 3.566 0.038
H -0.421 0.382 2.905
H 0.066 2.695 1.431
H 4.000 1.837 -7.148
H 6.268 0.264 -8.512
O 5.324 -2.023 -6.213
C -10.157 -2.430 4.236
H -6.205 1.141 1.980
H -3.352 3.229 0.016
C -5.534 -0.906 2.079
O 4.509 -0.236 -4.741
C -9.120 -3.353 4.849
H -5.761 0.413 0.447
O 3.950 -0.233 -7.147
H 3.004 -0.498 2.289
S -9.040 -3.640 2.372
H 6.363 3.227 1.867
H -11.154 -2.872 4.239
H 1.298 -0.552 0.766
H 7.490 5.009 0.603
S 5.372 -1.274 0.426
P -0.546 -0.765 -1.242
C 0.970 -0.850 1.767
H 4.432 -2.439 -2.127
C -0.453 -0.311 2.059
O 6.158 0.299 -6.448
C 2.028 -0.329 2.735
H -4.465 -1.719 0.416
O -2.807 0.561 0.548
C 4.914 -1.467 -2.019
H -10.179 -1.445 4.692
O -9.709 -2.287 2.877
S 5.285 4.170 -1.208
S -0.300 2.433 0.169
C 3.973 -0.427 -1.450
Cl -2.068 -0.172 -2.518
H -8.195 -2.826 5.087
C 5.884 0.909 -7.722
H 6.454 2.110 0.485
H -4.872 -2.919 1.670
N -4.166 2.932 0.548
H -2.074 -2.193 -0.461
O 5.952 -1.581 -1.014
Si -3.868 1.471 1.413
O -9.968 -4.411 1.631
H 2.960 -0.504 -1.834
C 7.400 4.037 0.117
H 4.349 0.588 -1.587
C -5.458 0.503 1.498
O -1.126 -2.206 -0.683
H -1.129 -1.124 2.338
H 1.971 -0.810 3.711
O -7.772 -3.313 1.823
S -3.074 2.105 3.297
H -9.485 -3.892 5.718
O 5.115 3.677 0.291
H 5.350 -1.156 -2.959
S 4.973 -0.666 -6.015
C -4.543 -1.898 1.492
H -6.536 -1.294 1.927
O 3.951 -0.739 -0.039
H 3.957 1.052 -8.752
I -5.395 -0.935 4.229
O 4.747 5.477 -1.313
O 6.124 -0.205 0.987
H 6.378 1.875 -7.750
H -2.973 0.907 3.889
H -3.542 -1.774 1.908
O 5.179 -2.466 1.169
O 4.879 3.154 -2.114
O 6.878 4.221 -1.211
H 1.918 0.750 2.864
H 0.950 -1.939 1.789
C 6.365 3.155 0.784
H -4.415 3.716 1.142
C 4.370 1.005 -7.749

---

5.
The following is a quantum chemistry calculation of a structure of composition C14H34MnO18S4, from the OMol25 dataset.

Summary:
Strongest force on any atom, eV Å⁻¹: 1.4
Charge: 0
Expectation value of S²: 8.75
2S+1: 6
LUMO level (spin up / spin down), eV: 0.24 / 0.24

Geometry (Å):
H -1.768 -0.943 3.657
C 0.905 -3.618 -4.898
H -1.607 3.031 3.709
H 2.597 -4.745 -0.561
H -2.927 -2.218 1.594
H 4.298 2.726 3.761
H -3.876 -0.520 -1.649
O 0.254 -2.318 -2.968
H 2.771 0.526 2.484
O -0.911 -0.665 -1.738
C 2.294 1.491 -2.047
C -2.755 -0.822 3.206
H 2.296 -4.767 1.176
O -2.247 4.040 -2.981
H 1.700 4.259 4.296
C 3.513 3.076 4.426
C -0.841 2.287 3.495
Mn -0.135 1.434 -0.923
C 2.400 3.747 3.639
H 0.976 -4.218 -2.828
O 3.488 1.770 -2.619
O 0.205 2.301 1.146
H 3.064 -2.547 0.473
O -3.815 -0.502 1.026
C -4.210 0.457 -1.313
H 1.976 -3.396 -4.897
H -2.607 3.599 -3.758
C 0.330 -3.656 -3.502
C 1.955 -4.350 0.226
O -4.253 1.886 0.863
C -1.486 -0.902 -4.214
S 0.264 3.044 2.340
H -1.464 -1.693 -4.960
H -0.633 -0.232 -4.318
H 3.107 2.229 4.984
H -1.767 -0.973 1.250
H -3.430 -1.481 3.751
H 3.894 3.748 5.194
O 1.536 0.702 -2.633
H -5.290 0.449 -1.174
H -0.651 -4.129 -3.496
S -3.518 0.832 0.258
H 1.712 -2.431 -0.700
H -1.312 1.449 2.988
S 1.129 -0.861 1.610
S -1.156 -1.693 -2.673
H -3.894 1.265 -1.969
O -0.599 3.496 -1.557
H 0.472 -2.791 -5.464
O 0.085 4.451 2.353
O 0.390 -0.707 2.809
H -3.075 0.207 3.375
C -2.725 -1.154 1.730
O 0.695 -0.234 0.410
O 1.687 2.682 2.952
H 2.804 4.445 2.910
C 2.782 -0.404 1.922
C -1.464 3.125 -2.377
H 3.892 2.474 -2.100
O 1.190 -2.405 1.335
O 2.013 2.037 -0.941
H 0.922 -4.678 0.113
H 3.386 -0.400 1.023
H 3.152 -1.170 2.612
O -2.081 -2.737 -2.374
C 2.044 -2.856 0.247
O -1.627 1.891 -2.639
H -0.339 1.985 4.407
H 0.802 -4.542 -5.464
O -2.104 0.971 0.140
H -2.416 -0.349 -4.151

---

6.
The following is a quantum chemistry calculation of a structure of composition C14H34MnO18S4, from the OMol25 dataset.

Summary:
Strongest force on any atom, eV Å⁻¹: 1.8
Charge: 0
Expectation value of S²: 8.75
2S+1: 6
LUMO level (spin up / spin down), eV: -0.46 / -1.12

Geometry (Å):
C -16.708 -29.240 21.139
H -15.035 -27.106 28.112
O -13.434 -30.613 20.117
C -14.068 -27.051 28.613
O -17.902 -27.112 23.518
S -14.199 -29.729 20.914
C -15.739 -23.021 27.079
O -14.049 -28.314 20.780
O -15.702 -30.114 20.597
C -15.776 -25.628 23.523
O -10.779 -28.959 21.542
O -8.974 -30.834 29.704
H -10.815 -32.451 28.897
H -15.260 -26.237 24.266
H -19.556 -24.452 20.796
H -19.982 -25.551 23.001
C -14.086 -30.188 22.623
H -11.310 -30.903 28.165
O -7.214 -31.542 28.150
H -17.641 -27.410 20.847
H -9.585 -29.107 27.485
C -13.147 -29.145 25.752
H -16.277 -22.593 27.919
Mn -12.002 -26.963 24.941
O -10.553 -26.741 21.852
O -18.039 -24.754 22.922
H -14.033 -29.243 23.154
H -16.369 -23.022 26.190
H -13.161 -30.726 22.807
H -20.914 -23.722 21.586
O -12.021 -28.965 26.280
H -13.179 -30.797 26.470
O -13.734 -30.343 25.818
C -10.829 -27.837 22.317
H -14.857 -22.402 26.897
H -17.623 -29.804 21.323
H -10.977 -28.605 20.665
H -19.384 -22.866 21.625
H -16.380 -28.866 22.110
O -12.022 -25.439 28.742
O -17.676 -25.371 25.268
H -16.243 -27.524 19.856
S -17.453 -25.830 23.930
C -19.833 -23.856 21.667
S -13.149 -25.725 27.945
C -17.092 -28.110 20.203
H -13.541 -27.983 28.421
O -12.966 -25.947 26.531
C -19.478 -24.587 22.932
C -15.306 -24.450 27.267
S -8.463 -30.915 28.372
H -8.123 -29.527 26.640
O -14.133 -24.530 28.113
C -8.523 -29.308 27.628
H -15.602 -25.913 22.489
O -9.532 -31.629 27.430
O -11.170 -28.063 23.538
H -14.222 -26.814 29.661
H -15.179 -24.978 26.323
H -15.494 -24.588 23.675
C -11.622 -32.677 26.987
H -11.848 -32.209 26.022
O -13.668 -28.222 25.061
H -16.131 -25.015 27.718
H -17.726 -28.409 19.375
H -12.581 -32.972 27.419
H -14.960 -30.759 22.915
H -11.063 -33.560 26.670
H -19.767 -24.001 23.806
H -8.078 -28.601 28.316
C -10.831 -31.868 27.977

---

7.
The following is a quantum chemistry calculation of a structure of composition C14H35Cl2N2OPSc, from the OMol25 dataset.

Summary:
Strongest force on any atom, eV Å⁻¹: 5.7
Charge: -1
LUMO level, eV: 2.32

Geometry (Å):
H 2.730 -1.059 -5.752
H 1.526 1.927 -3.811
H 4.123 -1.644 -2.945
C 0.359 0.448 -4.889
N -1.429 0.200 6.240
C -2.047 -1.991 -3.176
C -1.073 -2.324 -5.474
H 1.901 -2.678 -3.257
Sc -0.515 0.630 2.322
C -0.726 1.121 5.602
H -1.726 -3.221 -5.610
H -1.843 0.476 -4.941
H 1.340 2.258 -5.557
H -0.617 3.813 7.372
O -0.554 0.891 4.363
N -0.186 2.218 6.037
H 1.410 0.219 2.394
H -0.114 3.479 4.307
H 2.901 -0.862 -1.898
H -0.849 0.208 8.268
H -2.511 -1.664 6.175
H -0.173 -2.488 -6.088
H -2.348 -0.627 7.989
H -1.052 1.922 -5.619
C -0.983 1.156 -4.823
Cl -0.215 2.795 1.699
H -2.612 -0.682 4.721
H -1.090 1.676 -3.848
H 0.431 -0.098 -5.876
H 0.991 3.993 5.568
C 2.105 -1.698 -3.751
C -1.956 -1.018 5.514
H -1.826 -1.941 -2.096
C 1.497 1.452 -4.813
H 3.506 -2.555 -5.168
H -1.627 -1.464 -5.886
H -2.592 -1.075 -3.457
C 3.215 -1.014 -2.946
H 3.485 -0.034 -3.372
H -0.292 -1.186 2.947
C 2.545 -1.984 -5.180
H 0.871 2.939 7.732
H -0.690 2.239 8.164
H -2.376 1.110 7.891
Cl -0.892 -0.611 0.294
C -1.768 0.236 7.702
H 1.383 2.567 4.614
H -0.254 -3.079 -3.639
C 0.585 3.142 5.070
H -1.120 -1.561 5.109
H -2.720 -2.851 -3.354
P 0.470 -0.819 -3.512
H 1.818 -2.600 -5.733
C -0.140 2.856 7.387
C -0.762 -2.149 -3.994
H 2.485 1.006 -5.013